#i
This record from the Open Molecules 2025 dataset describes an isolated molecule of C5H11N3. The level of theory is ωB97M-V with the def2-TZVPD basis set.

Computed properties:
LUMO level, Eh: 0.0317
HOMO-LUMO gap, eV: 8.253
Highest occupied orbital energy, eV: -7.39

CARTESIAN COORDINATES (ANGSTROEM)
C 0.926 0.692 1.057
C -0.761 -0.444 1.666
C -1.533 0.082 -1.425
C 1.270 2.076 0.612
N -0.159 0.053 0.559
N -0.326 -0.394 -0.767
C 0.227 -1.615 -1.090
N 0.989 -2.260 -0.305
H 1.585 0.147 1.716
H 1.340 -3.103 -0.749
H -0.887 -1.514 1.793
H -1.190 0.243 2.378
H -0.033 -1.917 -2.111
H -2.438 -0.276 -0.923
H -1.542 -0.269 -2.457
H -1.537 1.172 -1.423
H 1.160 2.163 -0.474
H 2.295 2.333 0.882
H 0.613 2.830 1.062



#ii
This record from the Open Molecules 2025 dataset describes an isolated molecule of C5H11N3. The level of theory is ωB97M-V with the def2-TZVPD basis set.

Computed properties:
LUMO level, Eh: 0.0207
HOMO-LUMO gap, eV: 10.074
Highest occupied orbital energy, eV: -9.51
Structure (SMILES): C=N/N=C/C(C)(C)N

CARTESIAN COORDINATES (ANGSTROEM)
C -0.700 3.731 0.217
N -0.346 2.603 0.746
N -0.259 1.536 -0.180
C -0.333 0.398 0.425
C 0.130 -0.889 -0.207
C -0.795 -2.120 0.161
C 1.525 -1.280 0.411
N 0.291 -0.830 -1.720
H -0.773 4.610 0.852
H -1.055 3.581 -0.760
H -0.457 0.481 1.564
H -1.702 -1.977 -0.412
H -0.364 -3.062 -0.082
H -1.130 -2.132 1.179
H 1.434 -1.344 1.454
H 2.325 -0.523 0.162
H 1.860 -2.239 0.072
H 0.961 -0.052 -1.817
H -0.612 -0.492 -2.064



#iii
This record from the Open Molecules 2025 dataset describes an isolated molecule of C5H11N3. The level of theory is ωB97M-V with the def2-TZVPD basis set.

Computed properties:
LUMO level, Eh: 0.0385
HOMO-LUMO gap, eV: 8.713
Highest occupied orbital energy, eV: -7.67
Structure (SMILES): C=C[C@H](N)NC(=C)N

CARTESIAN COORDINATES (ANGSTROEM)
C 0.950 -2.056 1.645
C 1.086 -0.742 1.658
C 0.210 0.249 0.797
N -1.111 0.426 1.370
N 0.106 -0.330 -0.509
C -0.318 0.584 -1.573
C 0.413 0.772 -2.676
N -1.566 1.140 -1.373
H 1.489 -2.693 2.329
H 0.272 -2.530 0.951
H 1.759 -0.274 2.368
H 0.702 1.240 0.808
H -1.055 0.748 2.329
H -1.630 -0.444 1.317
H 0.962 -0.787 -0.789
H 0.049 1.367 -3.495
H 1.370 0.300 -2.803
H -1.782 1.950 -1.931
H -1.906 1.080 -0.423



#iii is the most stable structure shown above.